Record 1
46
Properties=species:S:1:pos:R:3:forces:R:3 method="wB97M-V/def2-TZVPD" lumo_energy_ev=0.215 homo_ev=-7.6 smiles=CCOc1ccc(-c2nnc(N3CCOCC3)c3ccccc23)cc1 total_charge=0 energy_ev=-29645.023 de_lowest_ev=3.2069
C -6.97211 -0.73648 0.70996 0.21 0.36 -0.04
C -6.57830 0.70944 0.99981 -0.29 -0.29 0.24
O -5.73496 1.25437 0.00639 0.23 0.08 -0.22
C -4.41841 0.91345 -0.03322 0.20 0.05 -0.11
C -3.75377 0.12285 0.89881 -0.42 0.05 0.12
C -2.40439 -0.14256 0.74707 0.21 0.14 -0.23
C -1.68718 0.36687 -0.32986 -0.38 0.01 0.07
C -2.35193 1.18481 -1.24460 -0.03 -0.15 0.10
C -3.69440 1.44665 -1.10395 -0.21 -0.02 0.12
H -4.21833 2.07100 -1.81043 -0.06 0.07 -0.09
H -1.79273 1.60374 -2.06609 0.04 0.06 -0.08
C -0.25339 0.11206 -0.48503 0.52 -0.09 -0.11
N 0.47609 1.12288 -0.88685 -1.55 0.03 0.11
N 1.78597 1.07397 -0.90020 1.56 -0.19 0.23
C 2.43587 0.00054 -0.49251 -0.57 0.06 -0.25
N 3.80484 0.07841 -0.40662 0.19 -0.17 -0.27
C 4.44258 1.27324 -0.93500 0.09 0.38 0.03
H 3.86640 1.62572 -1.78842 0.15 0.01 0.01
C 4.52897 2.37036 0.12855 -0.12 -0.03 -0.35
H 5.10333 3.22258 -0.23585 -0.08 -0.01 -0.04
O 5.20554 1.90180 1.27873 0.18 0.02 0.05
C 4.55595 0.77760 1.81657 -0.04 -0.38 0.00
H 5.13530 0.47507 2.69097 -0.09 -0.03 -0.01
C 4.47415 -0.37367 0.80057 0.08 0.25 0.49
H 3.93479 -1.20431 1.25318 0.08 -0.01 -0.03
H 5.48580 -0.69464 0.53148 -0.06 -0.05 0.07
H 3.53460 1.04794 2.13164 0.07 -0.03 0.01
H 3.51251 2.69544 0.39059 0.11 0.01 -0.02
H 5.45178 0.98840 -1.24954 -0.03 0.06 0.00
C 1.74735 -1.24470 -0.28706 -0.51 0.15 -0.02
C 2.37631 -2.50107 -0.25763 0.03 -0.13 0.03
C 1.62949 -3.64524 -0.14498 0.25 0.06 0.02
C 0.23316 -3.57951 -0.09462 -0.20 0.09 -0.01
C -0.40737 -2.37146 -0.18398 -0.05 -0.18 0.08
C 0.33311 -1.17986 -0.27046 0.55 0.25 -0.01
H -1.48491 -2.32361 -0.22002 -0.05 -0.03 0.02
H -0.33956 -4.49240 -0.02035 -0.06 -0.05 -0.03
H 2.11806 -4.60833 -0.12250 0.06 -0.06 -0.02
H 3.44723 -2.56273 -0.37391 0.09 0.00 0.03
H -1.90019 -0.73316 1.49918 0.03 -0.06 0.03
H -4.26721 -0.28530 1.75565 -0.09 -0.02 0.04
H -7.46762 1.34582 0.97776 0.15 -0.07 0.09
H -6.11798 0.79770 1.99183 -0.04 0.06 -0.10
H -6.09810 -1.38319 0.70045 0.03 -0.10 0.01
H -7.66381 -1.08778 1.47079 -0.08 -0.07 0.08
H -7.45425 -0.79806 -0.26243 -0.06 -0.03 -0.07

---

Record 2
70
Properties=species:S:1:pos:R:3:forces:R:3 method="wB97M-V/def2-TZVPD" lumo_energy_ev="-4.580 / -4.275" homo_ev="-9.7 / -9.7" total_charge=+1 spin_multiplicity=3 energy_ev=-62734.900
Pr -0.01455 -2.65847 0.59561 0.65 0.53 2.63
C 2.77272 -1.13614 2.65907 -0.54 -0.71 -0.43
C 1.42359 -1.16514 3.09182 0.28 -0.53 -0.19
C 2.08358 -3.33467 2.65787 -0.43 0.26 -0.50
C 3.16494 -2.46762 2.36206 -0.60 0.62 0.33
C 1.01211 -2.52747 3.15351 -0.57 -0.21 -1.31
C 3.62513 0.07211 2.49156 0.34 0.51 -0.07
H 3.11867 0.87647 1.93666 0.14 -0.37 0.27
H 4.54016 -0.17098 1.93396 -0.26 0.11 0.15
H 3.93692 0.49653 3.45817 -0.07 -0.13 -0.18
C 4.47531 -2.90367 1.85158 0.55 -0.03 0.07
H 5.26949 -2.23351 2.19815 -0.08 -0.16 -0.14
H 4.49647 -2.90317 0.75453 0.14 -0.06 0.05
H 4.71946 -3.91361 2.19545 0.04 0.14 -0.13
C 2.11051 -4.82755 2.58681 0.11 -0.30 0.11
H 3.15353 -5.18980 2.62534 -0.55 0.04 0.04
H 1.71548 -5.19788 1.62137 -0.02 -0.16 0.21
H 1.54135 -5.29639 3.41315 0.27 0.17 -0.46
C -0.27052 -3.06915 3.70179 0.12 0.21 0.63
H -0.09262 -3.62743 4.63583 -0.17 -0.02 -0.30
H -0.76697 -3.80158 3.03293 -0.19 -0.03 -0.02
H -0.97684 -2.26900 3.96348 0.05 -0.23 -0.21
C 0.59507 -0.02147 3.54784 -0.30 0.49 0.17
H 0.05572 -0.24144 4.48401 0.27 0.14 -0.24
H -0.16701 0.22702 2.79337 0.05 0.24 0.23
H 1.22607 0.86506 3.70175 -0.33 -0.17 -0.01
C 2.18329 1.38726 -1.40133 0.54 -0.37 0.89
C 2.37635 1.94842 -0.20011 0.49 -0.05 -0.58
C 1.31991 2.46792 0.72318 -0.10 0.36 0.37
C 0.10423 3.14201 0.01369 0.35 0.71 -0.27
C -1.06256 2.22036 -0.03297 0.10 -2.23 0.93
C -0.99082 0.90189 -0.37777 -0.24 -0.22 1.38
C -0.10446 0.19408 -1.38707 -0.01 0.69 -0.25
C 0.87433 1.15667 -2.08938 0.90 -0.35 -0.55
H 1.79196 3.17433 1.43182 -0.27 -0.18 -0.37
H 0.41499 3.46197 -0.98891 0.02 0.03 0.18
H 0.98955 1.61031 1.34460 -0.09 0.55 -0.24
H 0.36374 2.11046 -2.33236 0.43 -1.01 0.33
H 3.02328 0.91432 -1.91721 0.08 0.53 0.23
H 3.39339 2.05840 0.20087 -0.33 -0.28 -0.43
H 1.13721 0.70720 -3.06069 -0.28 0.16 0.16
H 0.43629 -0.74177 -1.04934 -0.21 0.91 0.02
H -1.73577 0.22472 0.08276 -0.12 0.67 -0.57
H -0.76893 -0.18986 -2.19490 0.14 0.21 0.57
H -0.17844 4.07804 0.52431 0.07 -0.48 -0.04
H -1.97225 2.55546 0.48323 0.43 -0.32 0.05
P -1.84516 2.17165 -2.79782 0.10 0.77 -0.85
C -1.34354 2.85576 -4.42673 -0.42 0.23 -0.30
C -2.80365 3.60254 -2.13571 -0.30 0.06 -0.18
P -3.42664 -0.33667 -1.82272 -1.70 1.00 -0.91
C -3.06686 0.87927 -3.20553 -0.06 0.21 -0.34
C -4.60997 0.82037 -0.94670 0.12 -0.29 0.50
C -4.76762 -1.12539 -2.81044 0.03 -0.41 0.00
H -1.13644 2.04127 -5.13488 0.01 0.25 0.17
H -0.42619 3.45180 -4.29385 -0.28 -0.22 -0.06
H -2.12308 3.51217 -4.83764 0.23 -0.16 -0.17
H -3.39555 4.07636 -2.93136 -0.01 -0.07 0.26
H -2.09007 4.35018 -1.75263 -0.20 -0.26 -0.13
H -3.46650 3.31004 -1.30943 0.22 0.12 -0.29
H -5.33648 -0.35098 -3.34060 0.07 -0.25 0.15
H -5.44623 -1.68741 -2.16055 0.11 -0.05 -0.18
H -4.31005 -1.79529 -3.54610 -0.24 -0.02 0.07
H -2.70328 0.30400 -4.07339 0.08 0.22 0.26
H -4.00924 1.36470 -3.51181 0.07 -0.44 0.09
H -5.36617 0.20564 -0.43431 0.26 0.27 0.02
H -5.13573 1.46047 -1.67354 0.25 -0.27 0.22
H -4.09614 1.45642 -0.21178 -0.23 -0.21 -0.14
O 3.15473 -1.93647 -0.68890 -4.48 -1.24 1.17
N 2.02557 -2.21874 -0.30610 4.51 -0.51 -2.33
O 1.38125 -3.37493 -0.86761 1.05 1.63 0.48

---

Record 3
11
Properties=species:S:1:pos:R:3:forces:R:3 method="wB97M-V/def2-TZVPD" lumo_energy_ev=0.566 homo_ev=-8.9 smiles=Cc1ncco1 total_charge=0 energy_ev=-7764.073 de_lowest_ev=2.4537
C 1.63170 -0.01589 0.15931 0.46 0.42 -0.14
C 0.42053 0.47875 -0.59269 0.06 -0.17 0.53
N -0.42045 1.35066 -0.11412 0.20 -0.23 -0.16
C -1.60683 0.62998 0.01742 0.05 -0.01 0.26
C -1.38501 -0.64679 -0.38157 -0.26 0.26 0.18
O -0.17202 -0.66999 -1.00533 -0.01 -0.51 0.79
H 1.11418 -0.67277 0.87641 0.29 0.07 0.06
H 2.14615 0.73079 0.75038 0.19 0.28 -0.31
H 2.30295 -0.65930 -0.41008 -0.01 0.31 -0.07
H -2.46852 1.03537 0.53611 0.24 -0.03 -0.18
H -1.56268 -1.56081 0.16416 -1.21 -0.40 -0.97

---

Record 4
16
Properties=species:S:1:pos:R:3:forces:R:3 method="wB97M-V/def2-TZVPD" lumo_energy_ev="0.859 / -2.355" homo_ev="-9.4 / -9.3" total_charge=0 spin_multiplicity=2 energy_ev=-10329.076 de_lowest_ev=1.4060
O -0.06865 0.06094 -2.78977 0.21 0.13 -0.28
C -0.73026 -0.17902 -1.82024 -0.01 -0.59 0.11
C -0.58261 -1.46928 -1.02827 0.08 0.35 -0.27
N -1.01652 -1.33510 0.34877 -0.61 -0.49 -0.21
H -1.52235 0.49541 -1.48737 -0.29 0.32 0.25
H -1.21557 -2.20213 -1.54661 -0.07 0.12 0.15
H 0.43931 -1.80203 -1.20734 0.27 -0.12 0.22
H -1.20295 -2.25290 0.73717 -0.04 0.15 0.04
H -0.35873 -0.88070 0.97545 0.03 -0.28 -0.32
N 1.10735 1.68489 0.27873 0.08 0.00 0.05
C 0.54358 1.15703 1.52029 0.70 0.89 -0.82
O 0.86069 -0.09941 1.78621 0.29 -0.04 0.53
H 1.50610 2.60571 0.40265 -0.21 0.19 0.02
H 1.87895 1.10461 -0.01673 0.05 -0.33 -0.10
H 0.90052 1.78992 2.35566 -0.08 -0.16 0.42
H -0.53888 1.32207 1.49138 -0.41 -0.15 0.22